Run 1
A 6-piece molecular cluster, CH14O6 overall, computed with ωB97M-V/def2-TZVPD.

Geometry as XYZ:
```
21
Properties=species:S:1:pos:R:3:mulliken_charge:R:1
C 0.51200 2.76070 -1.15382 -0.58
O 0.80049 1.89218 -0.01599 -0.47
H 1.18920 3.70360 -1.18767 0.21
H -0.53949 3.03481 -0.92861 0.26
H 0.37862 2.17354 -2.07955 0.27
H 1.64592 1.43981 -0.35911 0.33
O 0.84232 -1.17187 -1.98043 -0.63
H -0.03530 -0.99493 -1.67927 0.30
H 0.85536 -1.20448 -2.96556 0.34
O -1.48471 -1.58062 -0.15696 -0.65
H -1.38096 -0.85322 0.46825 0.37
H -2.25265 -2.13698 0.14929 0.30
O -2.47576 -3.62238 4.14463 -0.65
H -3.39804 -3.24595 4.12500 0.32
H -2.58591 -4.21105 4.99191 0.32
O 2.92532 0.90371 -1.91347 -0.58
H 3.81423 1.02010 -2.20611 0.27
H 2.60256 0.06879 -2.26637 0.30
O -0.73905 0.60144 2.01421 -0.69
H 0.17146 0.19476 1.80224 0.33
H -0.84563 1.22804 1.19738 0.33
```

The structure (SMILES) is CO.O.O.O.O.O. The orbital gap is 10.904 eV. Its net charge is 0.


Run 2
A 6-piece molecular cluster, CH14O6 overall, computed with ωB97M-V/def2-TZVPD.

Geometry as XYZ:
```
21
Properties=species:S:1:pos:R:3:mulliken_charge:R:1
C 0.73219 0.34922 2.77640 -0.43
O -0.59963 0.86528 2.70954 -0.50
H 0.92955 -0.65025 3.16633 0.28
H 1.17222 0.37038 1.77212 0.13
H 1.23943 1.06056 3.42807 0.22
H -1.25422 0.15971 2.72243 0.32
O -0.47714 1.82381 -3.39368 -0.61
H -0.46956 2.67608 -3.84795 0.31
H -1.12846 1.99054 -2.70067 0.31
O -0.56699 1.43214 -0.55721 -0.71
H -0.01872 2.18394 -0.79481 0.33
H -0.22121 1.03449 0.25355 0.15
O 1.51195 -1.23845 -2.10329 -0.66
H 2.30418 -1.13318 -1.57966 0.34
H 0.97711 -0.45123 -2.21526 0.31
O -2.04011 -0.59228 0.71526 -0.58
H -1.68181 0.15098 0.20380 0.46
H -2.91319 -0.68717 0.31908 0.32
O 1.48738 -2.70214 0.44814 -0.64
H 0.87002 -1.96244 0.42204 0.35
H 1.64576 -2.93721 -0.46796 0.31
```

The structure (SMILES) is CO.O.O.O.O.O. The orbital gap is 10.763 eV. Its net charge is 0.


The structure with the least stability is run 1.


Run 1
A 10-piece molecular cluster, C34H96N12O10 overall, computed with ωB97M-V/def2-TZVPD.

Geometry as XYZ:
```
152
Properties=species:S:1:pos:R:3:mulliken_charge:R:1
C -1.26824 5.24686 11.26884 -0.75
O -0.51744 5.13735 10.04644 -0.35
C -0.86851 6.05925 9.01320 -0.73
C -0.82821 5.30461 7.65469 0.40
C -1.69555 5.96882 6.56568 -1.38
N -1.21857 3.91206 7.79843 -0.74
H -2.34628 5.23261 11.10844 0.36
H -0.87005 6.04377 11.89692 0.27
H -1.11240 4.30991 11.80357 0.26
H -1.88884 6.35948 9.25169 0.37
H -0.28335 6.97775 9.05832 0.38
H 0.19702 5.36550 7.28959 0.27
H -1.48412 5.56777 5.57444 0.33
H -1.64892 7.05092 6.44330 0.35
H -2.75125 5.72997 6.69436 0.33
H -2.05177 3.99632 8.36303 0.28
H -0.57173 3.52846 8.47263 0.36
C -13.19422 -2.00501 2.84969 -0.79
O -11.82538 -1.63238 2.87307 -0.33
C -11.04705 -2.43597 2.01819 -0.69
C -9.86743 -1.53606 1.63242 0.46
C -10.27995 -0.28457 0.81338 -1.29
N -8.92373 -2.23738 0.71782 -0.75
H -13.81276 -1.78571 3.71999 0.27
H -13.38106 -3.07169 2.72568 0.32
H -13.62763 -1.43451 2.02823 0.32
H -10.76788 -3.44454 2.32308 0.33
H -11.69702 -2.65962 1.17224 0.39
H -9.31388 -1.30225 2.54183 0.23
H -9.44406 0.35423 0.52820 0.38
H -10.81842 0.38437 1.48471 0.33
H -10.86841 -0.47748 -0.08361 0.30
H -8.75078 -3.15446 1.10403 0.24
H -8.08098 -1.69308 0.83453 0.28
C -2.18752 -6.93333 8.79515 -0.72
O -2.73484 -8.15089 9.38700 -0.34
C -4.05850 -8.11722 9.93032 -0.84
C -4.31000 -9.42910 10.66146 0.68
C -5.72184 -9.53632 11.15881 -1.42
N -3.37475 -9.50017 11.80363 -0.83
H -2.10623 -6.22370 9.61850 0.31
H -2.85054 -6.45226 8.07606 0.28
H -1.16795 -7.17803 8.49733 0.25
H -4.12414 -7.30009 10.64871 0.37
H -4.79154 -8.00718 9.13117 0.40
H -4.03171 -10.24131 9.98991 0.27
H -6.11476 -8.84922 11.90821 0.34
H -5.83254 -10.55221 11.53805 0.33
H -6.44771 -9.47917 10.34767 0.37
H -3.10356 -10.43920 12.05816 0.24
H -2.55231 -9.13979 11.34121 0.29
C -4.04488 5.33671 -2.87632 -0.73
O -3.46062 6.16447 -1.95493 -0.28
C -4.37057 6.98118 -1.19273 -0.68
C -3.54465 8.12696 -0.50657 0.31
C -4.40615 9.15735 0.29068 -1.30
N -2.66796 8.72003 -1.49539 -0.78
H -4.63239 5.97923 -3.53215 0.33
H -4.68908 4.59197 -2.40893 0.28
H -3.30568 4.79186 -3.46355 0.23
H -4.97240 7.44379 -1.97495 0.35
H -5.04601 6.44734 -0.52423 0.37
H -2.75287 7.74460 0.13763 0.33
H -5.11595 9.82373 -0.19944 0.33
H -3.65770 9.79101 0.76649 0.34
H -4.85772 8.53317 1.06178 0.34
H -2.13528 9.30593 -0.86844 0.28
H -2.13472 7.93027 -1.83010 0.28
C 1.38087 -5.81595 -6.81788 -0.68
O 1.97444 -6.60722 -5.77888 -0.33
C 2.80941 -5.75716 -4.99345 -0.83
C 2.54944 -6.00183 -3.51739 0.54
C 1.11424 -6.05672 -3.10765 -1.45
N 3.21920 -5.03407 -2.68670 -0.71
H 0.78516 -6.45299 -7.47164 0.25
H 2.19064 -5.31535 -7.34870 0.29
H 0.69702 -5.13155 -6.31583 0.30
H 3.87631 -5.89369 -5.17005 0.29
H 2.63917 -4.68502 -5.09162 0.37
H 2.87225 -7.02356 -3.31750 0.28
H 0.52710 -5.13853 -3.09019 0.37
H 1.05718 -6.57522 -2.15057 0.37
H 0.55894 -6.58767 -3.88085 0.32
H 3.29414 -5.41960 -1.75619 0.32
H 2.54986 -4.28102 -2.61601 0.28
C 4.77409 1.00519 -12.40776 -0.80
O 5.47178 0.53396 -11.29297 -0.30
C 5.56334 -0.88463 -11.17660 -0.71
C 6.96131 -1.43491 -11.50437 0.55
C 7.52284 -1.03534 -12.88012 -1.46
N 6.97507 -2.84214 -11.33916 -0.71
H 3.78043 0.56042 -12.46188 0.35
H 5.08184 0.86764 -13.44433 0.32
H 4.67352 2.09013 -12.37804 0.29
H 5.26695 -1.13373 -10.15768 0.30
H 4.84362 -1.34147 -11.85586 0.36
H 7.75869 -1.05203 -10.86744 0.24
H 8.48502 -1.51472 -13.06045 0.44
H 7.63762 0.04856 -12.87183 0.28
H 6.81408 -1.43031 -13.60796 0.33
H 7.87295 -3.25947 -11.53852 0.28
H 6.46417 -3.35744 -12.04169 0.25
C 0.75977 0.32955 -2.22919 -0.80
O 0.52564 -0.15946 -0.82283 -0.29
C -0.62722 0.51199 -0.30992 -0.71
C -0.86645 0.23296 1.18946 0.48
C -0.86451 -1.29013 1.42248 -1.40
N -2.16242 0.68344 1.53641 -0.71
H 1.03661 1.37622 -2.35547 0.30
H -0.14558 0.15538 -2.81067 0.34
H 1.49059 -0.33257 -2.69352 0.27
H -0.47705 1.59155 -0.32047 0.32
H -1.57438 0.28628 -0.79985 0.43
H -0.10574 0.62278 1.86582 0.28
H -1.66465 -1.71220 0.81443 0.32
H -1.02230 -1.62886 2.44642 0.38
H 0.08115 -1.67255 1.03831 0.31
H -2.22758 1.64383 1.23061 0.22
H -2.24463 0.69579 2.54299 0.27
C 5.57254 6.23194 -4.44483 -0.79
O 6.70906 6.46755 -5.28923 -0.36
C 6.81063 5.55036 -6.36844 -0.67
C 8.06874 5.55676 -7.25406 0.53
C 8.13417 6.75722 -8.25933 -1.33
N 8.11870 4.20525 -7.85771 -0.70
H 5.84820 5.55778 -3.63389 0.31
H 4.60274 5.89989 -4.81542 0.32
H 5.41309 7.14159 -3.86584 0.29
H 6.70481 4.55931 -5.92717 0.36
H 5.95499 5.66007 -7.03473 0.28
H 8.95775 5.58491 -6.62401 0.28
H 9.08484 6.94465 -8.75851 0.34
H 7.93728 7.62782 -7.63371 0.32
H 7.41644 6.85173 -9.07421 0.32
H 7.28112 4.03579 -8.39607 0.25
H 8.16987 3.47395 -7.16296 0.26
N 4.81902 -5.32176 6.22578 -0.38
C 4.40516 -4.74510 5.13025 0.66
N 4.18396 -3.59271 5.45866 -0.30
O 4.18027 -5.27627 4.05907 -0.68
H 4.94500 -4.72823 7.03322 0.14
H 5.22891 -6.24105 6.14204 0.22
H 4.54877 -3.25693 6.33858 0.13
H 3.69451 -2.90870 4.89949 0.21
N 7.30789 0.31148 2.32892 -0.38
C 6.28443 0.93974 1.84455 0.68
N 5.71942 0.30365 0.88509 -0.37
O 5.78864 1.98867 2.22973 -0.69
H 7.84744 0.82141 3.01373 0.22
H 7.61869 -0.58878 1.99273 0.18
H 6.01868 -0.63312 0.65486 0.16
H 4.88365 0.72832 0.50926 0.20
```

The structure (SMILES) is COC[C@H](C)N.COC[C@H](C)N.COC[C@H](C)N.COC[C@H](C)N.COC[C@H](C)N.COC[C@H](C)N.COC[C@H](C)N.COC[C@H](C)N.NC(N)=O.NC(N)=O. The orbital gap is 9.394 eV. Its net charge is 0.


Run 2
A 10-piece molecular cluster, C34H96N12O10 overall, computed with ωB97M-V/def2-TZVPD.

Geometry as XYZ:
```
152
Properties=species:S:1:pos:R:3:mulliken_charge:R:1
C 18.66253 18.97221 2.45328 -0.76
O 18.31434 20.32847 2.39860 -0.31
C 17.29147 20.76599 1.56773 -0.12
C 16.27372 21.59719 2.36502 0.38
C 15.15396 22.03147 1.44637 -1.19
N 16.96865 22.67815 3.05003 -0.65
H 18.76505 18.51603 1.45887 0.20
H 17.89634 18.32424 2.89131 0.38
H 19.64099 18.83193 2.90268 0.27
H 17.58393 21.44093 0.74417 -0.22
H 16.80414 19.93164 1.04323 0.44
H 15.82004 20.87978 3.06177 0.36
H 14.33596 22.53328 1.95300 0.28
H 14.79701 21.22622 0.79656 0.36
H 15.61180 22.62834 0.64217 0.06
H 17.92938 22.42410 3.25665 0.34
H 17.06904 23.42791 2.36997 0.20
C 23.33198 21.56740 -4.93885 -0.86
O 24.06330 21.31449 -3.73902 -0.24
C 24.69937 20.04752 -3.84352 -1.21
C 23.79521 18.81935 -4.05108 0.71
C 22.79963 18.49191 -2.95606 -0.73
N 24.64043 17.65077 -4.35915 -0.81
H 23.88408 21.27242 -5.83584 0.44
H 23.21814 22.64632 -5.04429 0.22
H 22.36904 21.06123 -4.88998 0.21
H 25.32939 20.05926 -4.74188 0.63
H 25.39246 19.85558 -3.02368 0.30
H 23.25741 19.03043 -4.98564 0.30
H 22.30199 17.55035 -3.18747 0.48
H 22.08072 19.31202 -2.89452 -0.14
H 23.27633 18.38997 -1.98056 0.12
H 24.09954 16.89636 -4.77901 0.29
H 25.16033 17.90681 -5.20375 0.28
C 17.73675 27.41784 -4.53501 -0.84
O 17.07660 26.19870 -4.83133 -0.20
C 17.56412 25.60471 -6.02754 -0.95
C 16.91456 24.24790 -6.09650 0.76
C 17.40940 23.31786 -4.99585 -1.36
N 17.11532 23.54628 -7.39612 -0.80
H 17.23025 27.95432 -3.73686 0.24
H 17.61897 28.09436 -5.39471 0.37
H 18.79516 27.19968 -4.38293 0.29
H 17.16723 26.21682 -6.84623 0.40
H 18.65572 25.53073 -6.03989 0.34
H 15.83681 24.43079 -6.02792 0.28
H 16.82195 22.42655 -4.77277 0.38
H 17.59771 23.90683 -4.09483 0.10
H 18.41242 22.92433 -5.19931 0.45
H 16.52077 23.94597 -8.11725 0.27
H 16.71383 22.62554 -7.24357 0.27
C 19.82308 28.90495 3.80920 -0.78
O 19.92105 27.60783 3.31657 -0.26
C 20.03825 26.62076 4.32586 -1.30
C 20.28134 25.23367 3.74577 1.32
C 20.31677 24.22242 4.91071 -1.51
N 21.58501 25.14353 3.08849 -0.67
H 18.83906 29.14707 4.23532 0.30
H 20.07462 29.65122 3.05888 0.25
H 20.49185 29.05977 4.66998 0.31
H 20.80950 26.90590 5.05192 0.48
H 19.11323 26.60377 4.91422 0.42
H 19.44017 25.10279 3.05887 -0.13
H 20.51822 24.72098 5.86408 0.37
H 21.10131 23.47900 4.79518 0.45
H 19.36151 23.72706 5.10154 0.36
H 21.61646 25.90956 2.41762 0.25
H 21.68923 24.25556 2.61493 0.16
C 25.47919 20.58037 -0.04692 -0.44
O 26.44191 19.68955 0.45309 -0.46
C 25.78247 18.68432 1.23805 -0.64
C 26.77422 17.65059 1.74253 0.68
C 26.08904 16.52925 2.51647 -1.32
N 27.76189 18.27512 2.64779 -0.85
H 25.89765 21.13584 -0.88869 0.47
H 25.10864 21.28687 0.69654 0.28
H 24.62384 20.11511 -0.55180 -0.08
H 25.42160 19.23389 2.11396 0.29
H 25.02481 18.18851 0.63011 0.17
H 27.25360 17.20833 0.85860 0.31
H 26.74668 16.03128 3.22553 0.37
H 25.66424 15.76981 1.85632 0.33
H 25.24948 16.95839 3.07056 0.29
H 28.15330 19.07659 2.14699 0.27
H 28.58223 17.67027 2.65947 0.26
C 16.38466 19.49903 -2.33693 -0.13
O 15.42019 19.88835 -3.31755 -0.18
C 14.27986 19.05701 -3.41612 -0.78
C 13.43048 19.07910 -2.14269 0.59
C 12.14354 18.28813 -2.33228 -1.47
N 13.11892 20.47314 -1.81110 -0.47
H 16.08800 19.26970 -1.31455 0.16
H 17.26847 20.13498 -2.32622 -0.26
H 16.78290 18.57918 -2.79172 0.38
H 13.74339 19.48472 -4.26948 0.24
H 14.51359 18.04294 -3.77344 0.38
H 14.00668 18.61023 -1.34247 0.11
H 11.65125 17.91750 -1.43803 0.33
H 12.36451 17.39877 -2.93455 0.36
H 11.47441 18.87177 -2.96860 0.36
H 13.96822 20.99083 -2.04494 0.06
H 12.47493 20.87861 -2.48738 0.34
C 18.41463 24.73642 -0.36179 -0.39
O 19.29382 24.22374 -1.33693 -0.14
C 20.44302 23.57563 -0.80643 -0.69
C 21.08228 22.83012 -1.95511 0.48
C 20.11429 21.84203 -2.61297 -0.39
N 22.23226 22.03751 -1.44424 0.50
H 18.84912 25.55017 0.21430 0.45
H 17.99894 23.91621 0.23477 -0.01
H 17.51045 24.98304 -0.92765 -0.35
H 21.10474 24.37313 -0.44592 0.31
H 20.20599 22.81909 -0.04831 0.21
H 21.55563 23.47431 -2.70498 0.39
H 20.43431 21.44694 -3.57830 0.30
H 19.21391 22.40758 -2.86948 -0.15
H 19.83595 21.01876 -1.95252 -0.25
H 22.68614 21.58124 -2.23744 -0.49
H 22.89767 22.66093 -0.98443 -0.07
C 14.82330 24.55321 -1.74253 0.02
O 14.38833 24.89301 -0.45389 -0.25
C 13.01327 24.54905 -0.26055 -0.58
C 12.53839 25.13315 1.07871 0.49
C 11.13518 24.67026 1.32315 -1.49
N 12.63249 26.59289 1.07106 -0.78
H 14.53560 23.53644 -2.04356 0.09
H 15.91514 24.56785 -1.76229 -0.28
H 14.47516 25.22823 -2.53297 0.49
H 12.39017 24.91026 -1.08697 0.51
H 12.94879 23.45628 -0.19158 0.18
H 13.27851 24.78008 1.80273 0.20
H 10.90358 23.60572 1.23410 0.38
H 10.37802 25.24798 0.79607 0.37
H 11.00496 24.74198 2.41209 0.37
H 13.57096 26.79244 0.73231 0.30
H 11.99370 26.95734 0.36814 0.30
N 24.32685 25.81548 -0.31482 -0.46
C 24.42573 24.49940 0.03295 0.58
N 24.15191 24.23939 1.33417 -0.21
O 24.62606 23.58981 -0.77768 -0.62
H 24.56142 26.06321 -1.25776 0.22
H 24.11900 26.49673 0.38690 0.14
H 24.28490 24.97350 2.00879 0.24
H 24.21571 23.30839 1.70383 0.12
N 22.30312 20.51912 0.89478 0.32
C 22.02731 19.20371 1.12259 0.36
N 21.19180 18.68955 0.17439 -0.11
O 22.42392 18.55692 2.09437 -0.75
H 22.97688 20.91067 1.52407 0.03
H 22.04487 20.92974 -0.03005 -0.01
H 20.86429 17.74553 0.11890 0.27
H 20.99212 19.22457 -0.65280 -0.11
```

The structure (SMILES) is COC[C@H](C)N.COC[C@H](C)N.COC[C@H](C)N.COC[C@H](C)N.COC[C@H](C)N.COC[C@H](C)N.COC[C@H](C)N.COC[C@H](C)N.NC(N)=O.NC(N)=O. The orbital gap is 9.268 eV. Its net charge is 0.


The structure with the least stability is run 1.


Run 1
An isolated ion of composition C2H3NO3P and charge -1, computed with ωB97M-V/def2-TZVPD.

Geometry as XYZ:
```
10
Properties=species:S:1:pos:R:3:mulliken_charge:R:1
C -0.59610 0.25337 -0.06140 -0.62
C 0.34628 -0.66979 0.10837 -0.31
P 0.24014 -2.07076 -1.08754 1.07
O -0.63450 -1.70610 -2.21532 -0.73
O 0.00180 -3.30268 -0.23728 -0.75
N 1.92507 -2.30706 -1.62771 -0.09
O 1.93114 -3.21163 -2.46830 -0.32
H -0.81734 1.03545 0.66874 0.23
H -1.18997 0.24946 -0.95933 0.28
H 0.55512 -0.68339 1.19409 0.23
```

The structure (SMILES) is C=C[P@](=O)([O-])N=O. The orbital gap (alpha / beta) is 8.362 / 8.346 eV. Its net charge is -1.


Run 2
An isolated ion of composition C2H3NO3P and charge -1, computed with ωB97M-V/def2-TZVPD.

Geometry as XYZ:
```
10
Properties=species:S:1:pos:R:3:mulliken_charge:R:1
C 0.87815 -0.20670 0.19996 0.44
C -0.36956 -0.34335 0.66565 -0.89
N 1.57180 0.10239 -0.98608 -0.45
O 3.53860 1.30091 0.33003 -0.70
O 1.83260 -0.47568 1.12826 -0.43
O 3.82126 -1.17785 -0.38886 -0.74
P 3.01893 0.01802 -0.04304 0.97
H -1.32648 0.07914 0.25130 0.19
H -0.50182 -0.69355 1.62234 0.32
H 1.20366 0.97634 -1.37699 0.28
```

The orbital gap is 8.433 eV. Its net charge is -1.


The structure with the least stability is run 1.